[1]
{
  "formula": "C42H35N9O4Tc",
  "method": "ωB97M-V/def2-TZVPD",
  "energy_ha": -2494.57595,
  "charge": 4,
  "lumo_energy_ev": [-13.4, -13.4],
  "multiplicity": 4,
  "s2": 3.785,
  "species": ["Tc", "C", "O", "C", "N", "C", "C", "C", "C", "C", "C", "C", "C", "C", "C", "C", "C", "N", "C", "N", "C", "C", "O", "C", "C", "C", "C", "C", "C", "H", "H", "H", "H", "H", "H", "H", "H", "H", "H", "H", "H", "H", "H", "H", "H", "H", "H", "H", "N", "C", "C", "N", "C", "C", "N", "C", "C", "N", "H", "H", "H", "H", "H", "H", "O", "C", "O", "C", "C", "C", "C", "C", "C", "N", "C", "C", "C", "C", "C", "C", "N", "H", "H", "H", "H", "H", "H", "H", "H", "H", "H"],
  "positions_angstrom": [[-0.54150, 0.11093, -0.02289], [4.55158, 0.67534, 1.07979], [4.02974, 0.62084, -0.31865], [2.75202, 0.47904, -0.30792], [2.27435, 0.59151, 0.91902], [3.31278, 1.09236, 1.86873], [3.05358, 0.56921, 3.29722], [4.03166, 1.22088, 4.23775], [3.99562, 1.05739, 5.58131], [3.06574, 0.30788, 6.35714], [1.80196, -0.21610, 5.98539], [1.09093, 0.02731, 4.85232], [2.04738, 0.43156, -1.61372], [2.80386, 0.58085, -2.76937], [2.15900, 0.75929, -3.99097], [0.77413, 0.78701, -4.02078], [0.08896, 0.57990, -2.83093], [0.70115, 0.38546, -1.65253], [-1.38134, 0.47238, -2.70653], [-1.89549, 0.15186, -1.56360], [-3.35471, -0.07152, -1.75838], [-3.55585, 0.46818, -3.19336], [-2.17409, 0.62632, -3.71760], [-4.18129, 0.56671, -0.67471], [-4.09797, 1.93536, -0.42772], [-4.86202, 2.51010, 0.57700], [-5.72107, 1.72085, 1.33679], [-5.81837, 0.35952, 1.08298], [-5.04592, -0.21663, 0.08020], [5.35782, 1.39963, 1.08938], [4.92960, -0.31633, 1.31718], [3.24255, 2.18416, 1.88623], [4.81432, 1.83945, 3.80862], [4.80201, 1.51972, 6.13904], [3.35895, 0.12491, 7.38301], [1.33046, -0.85920, 6.72063], [0.12096, -0.44145, 4.74159], [3.88426, 0.57973, -2.70622], [2.73460, 0.88872, -4.89960], [0.22392, 0.95210, -4.93993], [-3.51262, -1.15200, -1.73076], [-4.02791, 1.44610, -3.22694], [-4.07814, -0.21490, -3.85372], [-3.46460, 2.56578, -1.04562], [-4.82920, 3.58142, 0.73650], [-6.34305, 2.17557, 2.09782], [-6.51977, -0.24830, 1.64133], [-5.14494, -1.27674, -0.13577], [-1.60932, 1.25466, 3.76131], [-2.55778, 0.30790, 3.72590], [-2.49317, -0.35119, 2.49844], [-1.51752, 0.16642, 1.74624], [-0.89693, 1.26789, 2.51090], [-1.10760, 2.46050, 1.59352], [-0.80841, 2.22982, 0.32448], [-0.88751, 3.44713, -0.33098], [-1.23708, 4.40053, 0.56917], [-1.35955, 3.75445, 1.78718], [-1.46338, 1.89065, 4.53296], [-3.22716, 0.13877, 4.55844], [-3.12781, -1.15154, 2.14774], [-0.70638, 3.55596, -1.38766], [-1.41071, 5.45865, 0.45545], [-1.64411, 4.20495, 2.64634], [-2.54270, -7.36081, -2.72099], [-2.58404, -6.07783, -3.06346], [-3.14922, -5.69324, -4.04168], [-1.92772, -5.05017, -2.16087], [-1.51405, -3.87335, -2.78467], [-0.98416, -2.84362, -2.04501], [-0.84645, -2.96728, -0.65604], [-1.27236, -4.14453, -0.02583], [-1.81172, -5.17302, -0.77647], [-0.26700, -1.91469, 0.08647], [0.54552, -2.25872, 1.09430], [1.24645, -1.32833, 1.83556], [2.30528, -1.74636, 2.69137], [3.17623, -0.93751, 3.32499], [1.56630, 0.95465, 3.77079], [0.69572, 1.10376, 2.52311], [1.05261, 0.09765, 1.44219], [-2.01661, -7.56738, -1.93779], [-1.62995, -3.78954, -3.85787], [-0.62661, -1.96069, -2.54583], [-1.25164, -4.24007, 1.05405], [-2.18129, -6.05195, -0.26236], [0.73388, -3.30843, 1.28991], [2.41286, -2.82053, 2.79905], [3.97339, -1.36958, 3.91909], [1.64568, 1.95948, 4.19998], [1.03443, 2.03160, 2.07339]],
  "lowdin_spin": [1.621, 0.001, 0.008, 0.014, 0.002, 0.001, 0.005, 0.001, 0.000, -0.001, 0.001, 0.004, 0.012, 0.003, 0.024, -0.003, 0.022, -0.004, 0.037, -0.008, -0.002, -0.001, 0.038, -0.001, 0.000, 0.000, 0.003, 0.002, 0.000, 0.000, 0.001, 0.000, 0.000, 0.000, 0.000, 0.000, 0.002, 0.000, 0.001, 0.000, 0.000, 0.000, 0.000, 0.000, 0.000, 0.000, 0.000, 0.000, 0.178, 0.297, 0.132, 0.259, 0.029, 0.044, 0.015, 0.004, 0.005, 0.009, 0.003, 0.012, 0.003, 0.000, 0.000, 0.000, 0.000, 0.001, 0.002, 0.008, -0.001, 0.007, 0.008, 0.008, 0.000, 0.049, 0.014, 0.044, -0.001, 0.036, 0.004, 0.034, 0.013, 0.000, 0.000, 0.000, 0.000, 0.000, -0.001, 0.000, 0.002, 0.000, 0.001]
}

[2]
{
  "formula": "C2H2FP",
  "method": "ωB97M-V/def2-TZVPD",
  "energy_ha": -518.25373,
  "e_above_lowest_kcal_mol": 210.06,
  "charge": 0,
  "lumo_energy_ev": [-1.4, -1.9],
  "species": ["C", "C", "F", "P", "H", "H"],
  "positions_angstrom": [[-0.81752, -2.00493, -0.26553], [-1.99276, 0.04424, 0.90150], [-0.68941, -2.95517, 0.59818], [-0.53646, -0.36151, 0.25056], [-0.20257, 0.26187, -1.08858], [0.51037, -0.12159, 1.05704]],
  "lowdin_charge": [-0.281, -0.235, -0.022, 0.533, 0.043, -0.038]
}

[3]
{
  "formula": "C4H11INO",
  "method": "ωB97M-V/def2-TZVPD",
  "energy_ha": -586.29177,
  "e_above_lowest_kcal_mol": 96.68,
  "charge": 1,
  "lumo_energy_ev": -4.0,
  "species": ["C", "C", "C", "C", "N", "O", "I", "H", "H", "H", "H", "H", "H", "H", "H", "H", "H", "H"],
  "positions_angstrom": [[1.35073, 0.35039, -0.79546], [-0.07030, -1.67505, -0.30836], [-0.74551, 0.57411, 0.68745], [0.25149, -0.29436, 0.02902], [-1.25263, 1.61146, -0.35325], [1.10902, -0.41927, 1.78590], [1.22415, -2.09129, 2.63731], [1.28427, 1.50826, -0.93111], [1.32578, 0.13594, -1.89284], [2.32620, -0.03547, -0.51103], [-1.12830, -1.89114, -0.80054], [0.82824, -2.06931, -0.99198], [-0.21068, -2.25746, 0.66319], [-0.52163, 1.17731, 1.50841], [-1.75794, 0.14430, 0.98095], [-1.39260, 1.19866, -1.29503], [-0.42982, 2.16234, -0.36894], [-2.19047, 1.87059, -0.04370]],
  "lowdin_charge": [-0.033, -0.120, -0.106, -0.413, 0.201, -0.941, 1.048, 0.113, 0.107, 0.105, 0.145, 0.149, -0.024, 0.116, 0.170, 0.184, 0.121, 0.177]
}

[4]
{
  "formula": "C8H20BrF2InNO2",
  "method": "ωB97M-V/def2-TZVPD",
  "energy_ha": -3485.98559,
  "charge": -1,
  "lumo_energy_ev": 2.6,
  "species": ["F", "C", "C", "In", "F", "Br", "H", "H", "H", "H", "H", "C", "O", "C", "C", "N", "C", "C", "O", "C", "H", "H", "H", "H", "H", "H", "H", "H", "H", "H", "H", "H", "H", "H", "H"],
  "positions_angstrom": [[1.15228, 3.01574, -0.09986], [1.70755, 2.29516, -1.16952], [2.89721, 3.02402, -1.76540], [4.72327, 1.77321, -1.84672], [4.48986, 0.39802, -0.36949], [5.01987, 0.55623, -4.12909], [1.97400, 1.31758, -0.78713], [0.92438, 2.16701, -1.90451], [3.09581, 3.86246, -1.11775], [2.63285, 3.39200, -2.74411], [6.17635, 2.71825, -1.49798], [-1.59916, -3.21573, -1.20176], [-1.04846, -3.16036, 0.09712], [0.17654, -2.43429, 0.19040], [0.00540, -1.13415, 0.94298], [-0.79478, -0.17893, 0.18946], [-1.15291, 1.04024, 0.91193], [-2.02266, 0.92154, 2.15823], [-3.36554, 0.52809, 1.91901], [-3.57754, -0.86362, 1.79970], [-2.40572, -3.94824, -1.18329], [-2.01614, -2.25267, -1.51677], [-0.85407, -3.53451, -1.93634], [0.59774, -2.25634, -0.80237], [0.87900, -3.06309, 0.74368], [0.99434, -0.70005, 1.11511], [-0.43146, -1.37301, 1.92322], [-1.63800, -0.62985, -0.13875], [-1.67566, 1.68941, 0.20590], [-0.22982, 1.55868, 1.18035], [-2.08731, 1.91964, 2.59804], [-1.57274, 0.27442, 2.92120], [-2.89847, -1.43523, 2.43748], [-3.47317, -1.20266, 0.76510], [-4.60284, -1.06894, 2.11196]],
  "lowdin_charge": [-0.105, -0.317, -0.281, 0.351, -0.561, -0.181, 0.073, 0.098, 0.025, 0.017, -0.112, -0.124, -0.198, -0.208, -0.210, -0.042, -0.200, -0.223, -0.185, -0.111, 0.083, 0.077, 0.087, 0.125, 0.121, 0.129, 0.104, 0.069, 0.122, 0.107, 0.119, 0.110, 0.086, 0.073, 0.082]
}